# 1
10
Properties=species:S:1:pos:R:3:forces:R:3:mulliken_spin:R:1 method="wB97M-V/def2-TZVPD" spin_multiplicity=3 charge=+2 de_lowest_kcal_mol=5.49
O -0.459 0.634 2.963 -3.56 1.96 9.80 1.0589
C -0.040 -0.952 -1.121 -0.58 -0.93 -1.54 0.0116
C 0.564 0.341 -1.431 -0.17 0.55 -2.05 0.0242
O 0.627 -0.184 -0.089 2.46 -1.88 -4.45 0.0937
Li -1.695 1.081 4.034 -1.34 0.47 1.53 0.0024
Au 0.167 0.399 1.499 2.86 -0.31 -3.98 0.7982
H -1.118 -1.046 -0.994 0.27 0.13 0.09 0.0007
H 0.492 -1.864 -1.395 0.02 0.21 0.24 0.0046
H -0.076 1.217 -1.547 0.20 -0.17 0.13 -0.0002
H 1.538 0.374 -1.920 -0.15 -0.03 0.22 0.0059

# 2
9
Properties=species:S:1:pos:R:3:forces:R:3:mulliken_charge:R:1 method="wB97M-V/def2-TZVPD" smiles="BCC(=O)F" charge=0 de_lowest_kcal_mol=20.97
B -0.447 0.219 0.650 0.75 -1.03 -2.88 0.1571
C 0.652 -0.223 -0.351 0.04 -0.50 -2.36 -0.3389
C 2.084 -0.135 -0.039 1.03 -0.88 0.53 0.4917
O 2.843 -1.017 0.175 -0.01 -0.49 0.12 -0.4753
F 2.585 1.107 -0.055 -0.35 0.90 -0.06 -0.2333
H -1.406 -0.301 0.405 -1.92 -1.04 -0.07 -0.0571
H -0.484 1.036 1.340 0.49 2.72 2.75 -0.0459
H 0.360 -1.307 -0.574 0.93 1.41 -0.06 0.2475
H 0.674 0.380 -1.381 -0.97 -1.10 2.02 0.2541

# 3
10
Properties=species:S:1:pos:R:3:forces:R:3:mulliken_charge:R:1 method="wB97M-V/def2-TZVPD" charge=0 de_lowest_kcal_mol=158.61
B -0.605 -0.274 -0.199 0.49 0.37 0.02 0.5129
C 0.611 -1.149 -0.214 2.83 2.35 0.26 -0.4629
C 2.639 0.267 -0.065 -3.21 -2.83 -2.93 -0.0779
O -1.698 -1.062 0.081 1.14 -1.02 -2.31 -0.5114
O -0.569 1.109 -0.245 3.32 -2.45 0.42 -0.5210
F 3.730 -0.390 0.011 1.62 -1.05 -0.20 -0.1503
H 0.798 -2.191 -0.302 0.30 -0.53 -0.38 0.4205
H 2.520 0.756 0.811 -0.70 2.17 3.01 0.2380
H -2.185 -0.744 0.774 -2.37 1.26 2.59 0.2737
H -1.348 1.538 -0.386 -3.43 1.74 -0.48 0.2785

# 4
11
Properties=species:S:1:pos:R:3:forces:R:3:mulliken_charge:R:1 method="wB97M-V/def2-TZVPD" charge=0 de_lowest_kcal_mol=78.26
C -0.525 0.252 -0.771 4.72 -0.78 0.29 0.6021
C 1.833 -0.291 -0.842 -3.47 0.17 1.72 -0.5987
N -1.981 0.169 1.126 1.75 -2.38 -1.35 -0.6180
N -0.727 -0.101 0.433 -0.09 -1.46 2.85 0.1625
O -0.817 0.893 -1.668 -1.89 1.47 -2.16 -0.3422
Br 1.786 -2.060 -0.067 0.43 -0.24 0.08 -0.1496
Br 2.367 1.041 0.425 0.43 0.17 0.18 -0.0901
H 2.503 -0.271 -1.648 0.58 -0.03 -1.24 0.3534
H -2.511 0.343 0.310 -1.83 1.15 0.17 0.2608
H -1.817 0.841 1.833 -0.17 1.33 0.12 0.2502
H -0.112 -0.816 0.870 -0.47 0.61 -0.66 0.1697

# 5
14
Properties=species:S:1:pos:R:3:forces:R:3:mulliken_charge:R:1 method="wB97M-V/def2-TZVPD" charge=0 de_lowest_kcal_mol=8.37
C 1.277 0.550 1.361 0.63 2.22 1.96 0.4856
C 0.543 -0.276 0.464 -0.87 1.11 -0.86 0.0855
N 0.939 1.881 1.418 -1.60 1.12 -0.36 -0.3941
N -0.811 -0.538 -1.799 2.00 2.86 0.54 -0.4908
O 2.142 0.084 2.086 0.10 -0.13 -0.37 -0.5920
O -1.134 1.503 -0.373 -0.03 -0.75 -0.02 -0.6956
O -1.934 -0.765 0.428 0.51 0.95 -0.52 -0.5815
S -0.978 0.071 -0.267 -2.18 -0.49 -0.56 1.1556
Br 0.893 -1.971 0.436 1.09 -3.32 -0.01 0.0177
Br -0.034 -4.351 -2.287 0.01 0.10 0.05 -0.0091
H 0.026 2.271 1.090 1.33 -1.12 -0.08 0.2646
H 1.285 2.460 2.168 0.58 -0.59 0.14 0.2475
H -0.822 0.214 -2.463 0.75 0.97 0.06 0.2658
H -1.392 -1.135 -2.261 -2.31 -2.94 0.01 0.2408

# 6
11
Properties=species:S:1:pos:R:3:forces:R:3:mulliken_charge:R:1 method="wB97M-V/def2-TZVPD" e_tot_ev=-157150.3227 charge=0
C -1.027 -1.387 -0.676 1.19 1.44 0.21 -0.7114
C 1.902 1.063 0.582 -0.69 -0.93 -0.11 -0.4968
O -1.367 1.226 -0.501 0.01 0.22 -0.38 -0.5102
O -1.434 -0.105 1.608 0.23 -0.08 -0.15 -0.5596
S -0.850 0.137 0.296 0.13 0.50 1.02 0.8793
Br 1.447 2.839 0.810 0.03 -0.37 0.42 0.0161
Br 2.618 0.614 -1.072 0.13 -0.17 -0.03 -0.0211
H -1.831 -1.011 -1.320 0.23 -1.05 -0.24 0.3224
H -0.004 -1.485 -1.115 -1.16 -0.29 -0.19 0.2387
H -1.226 -2.106 0.101 -0.34 -0.55 -0.31 0.3067
H 1.772 0.215 1.287 0.23 1.28 -0.24 0.5361

# 7
11
Properties=species:S:1:pos:R:3:forces:R:3:mulliken_charge:R:1 method="wB97M-V/def2-TZVPD" charge=0 de_lowest_kcal_mol=64.27
C -0.448 -0.262 0.616 -0.15 0.52 -0.45 -0.9316
C 0.250 1.055 -1.743 -1.00 2.39 -0.70 -0.4334
O -1.831 1.773 -0.330 -0.02 -0.30 -0.12 -0.4854
O 0.432 2.229 0.591 0.33 -0.25 -0.09 -0.5179
S -0.469 1.394 -0.133 -0.27 -0.06 1.20 1.0330
Cl -0.164 3.968 -2.179 0.35 -1.93 0.15 -0.3393
Br -0.832 0.281 -2.954 0.18 -0.20 -0.12 0.1577
H 0.381 -0.836 0.222 0.18 -0.11 -0.03 0.3427
H -0.319 -0.113 1.683 0.03 0.15 0.10 0.3321
H -1.401 -0.742 0.412 0.02 -0.02 -0.11 0.3582
H 1.259 1.320 -2.006 0.34 -0.18 0.16 0.4840

# 8
9
Properties=species:S:1:pos:R:3:forces:R:3:mulliken_charge:R:1 method="wB97M-V/def2-TZVPD" charge=0 de_lowest_kcal_mol=95.09
C 1.415 -1.024 0.201 -0.02 3.02 -0.55 -0.7849
C -0.753 0.501 0.153 -0.01 0.92 -0.26 0.2562
O -0.507 1.379 -0.862 -0.10 -0.22 0.21 -0.4120
F -1.116 1.180 1.302 0.93 -0.52 -0.60 -0.1976
Br -2.236 -0.642 -0.217 -0.21 -0.64 -0.16 -0.1336
H 1.715 -0.664 1.187 0.16 0.08 -0.49 0.3009
H 0.929 -1.959 0.244 -0.45 -0.87 -0.59 0.3405
H 1.875 -0.531 -0.735 -0.95 -1.20 1.73 0.2927
H -1.323 1.759 -1.273 0.64 -0.56 0.69 0.3377

# 9
9
Properties=species:S:1:pos:R:3:forces:R:3:mulliken_charge:R:1 method="wB97M-V/def2-TZVPD" charge=0 de_lowest_kcal_mol=52.06
C 0.287 0.394 0.124 -3.30 -2.04 -1.46 -0.4561
C -1.314 -0.759 0.228 3.14 2.23 2.46 0.0127
O 0.206 1.072 -1.124 0.90 -1.24 1.34 -0.4254
F -1.169 -1.614 -0.790 0.13 -0.56 0.31 -0.2024
Br -2.877 0.276 -0.075 -0.32 0.30 0.07 -0.1479
H 0.925 -0.494 0.057 0.47 0.84 0.10 0.3222
H 0.385 1.089 0.966 -0.12 -0.59 0.00 0.2866
H -1.322 -1.204 1.330 -0.15 0.43 -2.66 0.3038
H -0.620 1.538 -1.099 -0.77 0.63 -0.15 0.3065

# 10
8
Properties=species:S:1:pos:R:3:forces:R:3:mulliken_charge:R:1 method="wB97M-V/def2-TZVPD" charge=0 de_lowest_kcal_mol=52.52
C -0.311 0.121 0.218 -0.50 1.98 5.75 0.2211
C 1.035 -0.186 -0.275 0.61 1.97 0.78 -0.7939
N -1.347 -0.171 -0.388 -0.17 -0.42 -2.15 -0.4024
Br -3.129 0.253 -0.172 0.47 0.12 0.88 -0.0361
H -0.214 0.637 1.477 -0.81 -1.19 -3.53 0.1860
H 0.874 -0.312 -1.359 1.23 -0.09 0.43 0.3044
H 1.380 -1.012 0.317 0.27 -0.99 -0.31 0.2655
H 1.711 0.669 0.182 -1.11 -1.38 -1.85 0.2554